The following is a quantum chemistry calculation of a single C4H16Si3 molecule, from the OMol25 dataset.

XYZ file:
```
23
Properties=species:S:1:pos:R:3:mulliken_charge:R:1
C -2.37345 -0.45397 -1.58408 -0.997
Si -2.30760 0.21825 0.24006 0.322
C -2.59980 -1.31772 1.37788 -0.999
Si -0.04753 1.33025 0.60655 0.364
Si 1.83395 0.43784 -0.34731 0.364
C 3.57726 0.91303 0.43018 -1.126
C 2.07548 -1.54307 -0.62935 -1.108
H -3.43254 -0.88787 -1.71442 0.284
H -2.20074 0.23825 -2.30760 0.390
H -1.66562 -1.33813 -1.53846 0.232
H -3.55560 1.15284 0.43854 -0.133
H -3.26172 -1.93161 0.83857 0.340
H -1.64287 -1.86764 1.19253 0.255
H -2.87196 -1.17251 2.40364 0.330
H 0.09082 2.68035 0.35461 -0.213
H -0.00221 1.26209 2.04567 -0.161
H 1.75866 1.07988 -1.77157 -0.120
H 3.96949 0.24784 1.16376 0.344
H 4.35639 1.25764 -0.19194 0.374
H 3.23053 1.85806 0.90053 0.274
H 1.60206 -2.13386 -1.44388 0.335
H 3.13268 -1.68798 -0.78304 0.360
H 1.77278 -1.94941 0.38172 0.290
```

Structure (SMILES): C[SiH](C)[SiH2][SiH](C)C
Charge: 0
E_LUMO in Eh: 0.0244
Energy above the lowest of the compared OMol25 structures with the same formula, charge and spin in kcal per mole: 18.2

The following is a quantum chemistry calculation of a molecular structure, CH3Cl2OP, from the OMol25 dataset.

XYZ file:
```
8
Properties=species:S:1:pos:R:3:mulliken_charge:R:1
C 0.92666 -0.42881 0.01166 -0.851
O -2.35015 -1.09797 0.79476 -0.476
P -0.72707 0.35678 -0.03253 0.718
Cl -0.99607 0.95731 -1.89631 -0.172
Cl -0.56254 2.00408 1.04313 -0.170
H 1.01986 -1.09223 -0.84593 0.309
H 1.71318 0.32593 0.00361 0.339
H 0.97613 -1.02509 0.92161 0.303
```

Charge: 0
E_LUMO (alpha / beta) in Eh: -0.0319 / -0.0334
Energy above the lowest of the compared OMol25 structures with the same formula, charge and spin in kcal per mole: 122.0

The following is a quantum chemistry calculation of a molecular structure, C28H32N4S5Sn, from the OMol25 dataset.

XYZ file:
```
70
Properties=species:S:1:pos:R:3:mulliken_charge:R:1
Sn -0.35076 -0.08769 -0.05328 0.937
N -1.42114 1.27274 1.71891 -0.437
C -2.36144 0.50477 2.58648 -0.450
C -1.73334 -0.81792 2.96183 -0.235
N -1.29882 -1.54939 1.73914 -0.511
H -0.68809 1.66494 2.30908 0.240
H -1.89697 2.08760 1.33881 0.216
H -3.27916 0.33753 2.03349 0.234
H -2.60751 1.06751 3.48762 0.442
H -2.44229 -1.40914 3.54231 0.496
H -0.85600 -0.65576 3.59079 -0.104
H -2.11477 -1.96628 1.29448 0.239
H -0.71681 -2.33812 2.01507 0.282
C -4.46737 1.14371 -1.29992 -0.900
C -3.45287 2.28461 -1.34184 -0.775
S -1.74929 1.94557 -1.86791 0.030
C -1.96572 1.38088 -3.58536 -0.928
C -2.46597 -0.05295 -3.82973 -0.738
S -1.80281 -1.21373 -2.60896 0.002
C -3.14956 -2.35768 -2.27106 -0.704
C -4.36523 -1.68872 -1.60849 -0.989
S -3.98502 -0.37429 -0.40788 0.063
H -4.76553 0.85364 -2.30445 0.396
H -5.35911 1.52479 -0.80175 0.601
H -3.34058 2.74461 -0.35829 0.363
H -3.83851 3.06194 -2.00386 0.542
H -0.98204 1.52477 -4.03255 0.405
H -2.63939 2.09819 -4.05501 0.489
H -2.15742 -0.39639 -4.81512 0.568
H -3.55296 -0.08540 -3.79083 0.361
H -2.71057 -3.11054 -1.61594 0.375
H -3.43988 -2.85198 -3.19749 0.434
H -4.94379 -2.43270 -1.06272 0.472
H -5.02906 -1.25569 -2.35431 0.436
S 1.51786 0.08529 5.58061 -0.097
C 2.24324 0.14903 7.09083 -0.174
C 3.63601 0.21498 7.03988 -0.647
C 4.10457 0.21734 5.74630 -0.498
C 3.06976 0.14996 4.77367 0.606
C 3.21320 0.12721 3.39073 0.545
C 2.04998 0.02157 2.50662 0.805
N 2.07727 -0.01321 1.21919 0.144
C 3.33742 0.03126 0.58525 -0.628
C 4.54474 0.15050 1.38191 0.940
C 5.83999 0.20765 0.73877 -1.252
C 5.94758 0.13343 -0.59081 -1.196
C 4.76207 -0.00991 -1.40864 0.777
C 4.85711 -0.11870 -2.75884 -0.251
C 3.68595 -0.29492 -3.56102 0.965
C 2.40682 -0.33191 -2.83058 -0.748
N 2.30154 -0.21169 -1.55786 0.051
C 3.44958 -0.05451 -0.78323 -0.316
C 3.74325 -0.42527 -4.93007 0.563
C 4.90543 -0.33446 -5.77341 -0.413
C 4.62627 -0.53447 -7.09463 -0.630
C 3.25702 -0.78959 -7.30761 -0.148
S 2.32896 -0.77111 -5.92497 -0.034
C 4.46459 0.20419 2.74376 -0.341
H 1.63242 0.13791 7.98460 0.498
H 4.25528 0.25721 7.92420 0.470
H 5.15637 0.26224 5.50301 0.424
H 1.06724 -0.02671 2.96656 -0.850
H 6.71686 0.30220 1.36604 0.496
H 6.91305 0.16793 -1.07901 0.498
H 5.83505 -0.09598 -3.22028 0.415
H 1.48150 -0.47140 -3.38394 0.354
H 5.89794 -0.11760 -5.40556 0.432
H 5.34973 -0.50854 -7.89690 0.472
H 2.79201 -0.99254 -8.26539 0.484
H 5.37389 0.30071 3.32058 0.431
```

Charge: +4
E_LUMO in Eh: -0.5143

The following is a quantum chemistry calculation of a single C4H4N2 molecule, from the OMol25 dataset.

XYZ file:
```
10
Properties=species:S:1:pos:R:3:mulliken_charge:R:1
C 1.33710 -0.09359 0.06337 -0.099
C 0.59195 1.11812 -0.00052 0.010
N -0.69864 1.25217 -0.03663 -0.549
C -1.30942 0.07194 -0.00357 -0.059
C -0.60733 -1.15714 -0.00292 0.005
N 0.69805 -1.21211 -0.04933 -0.535
H 2.44251 0.06334 -0.02498 0.294
H 1.15234 2.09191 0.04902 0.317
H -2.41332 -0.01484 0.15404 0.307
H -1.25125 -2.05679 0.08552 0.309
```

Structure (SMILES): c1cnccn1
Charge: 0
E_LUMO in Eh: 0.0202
Energy above the lowest of the compared OMol25 structures with the same formula, charge and spin in kcal per mole: 14.7

The following is a quantum chemistry calculation of a single C7H12N2O3 molecule, from the OMol25 dataset.

XYZ file:
```
24
Properties=species:S:1:pos:R:3:mulliken_charge:R:1
N -2.36612 0.78701 -2.62980 -0.678
C -1.08833 0.10112 -2.19602 -0.792
C -1.11121 0.11576 -0.58710 0.864
O -2.06309 0.07335 0.15425 -0.749
N 0.07529 0.18856 0.03472 0.067
C 1.27024 0.04770 -0.68844 -0.651
C 2.06154 -1.09563 0.18019 -0.869
C 1.77486 -0.56899 1.59994 -0.759
C 0.21322 -0.18916 1.41107 -0.295
C -0.16839 0.98447 2.42616 0.482
O 0.52476 1.26212 3.45487 -0.648
O -1.38706 1.32008 2.51509 -0.462
H -3.09222 0.37631 -2.05329 0.244
H -2.47154 0.61257 -3.62925 0.237
H -0.34909 0.65043 -2.60853 0.609
H -1.29950 -0.99814 -2.28943 0.304
H 1.00761 -0.43403 -1.71023 0.414
H 1.90116 0.87376 -0.80010 0.245
H 3.05163 -1.21493 -0.14405 0.475
H 1.43546 -1.94092 -0.05428 0.342
H 2.11774 -1.22070 2.47461 0.364
H 2.26121 0.32037 1.84405 0.348
H -0.51921 -0.98252 1.63065 0.443
H -1.77897 0.93141 1.66492 0.465
```

Structure (SMILES): NCC(=O)N1CCC[C@H]1C(=O)O
Charge: 0
E_LUMO in Eh: 0.0174
Energy above the lowest of the compared OMol25 structures with the same formula, charge and spin in kcal per mole: 45.0